# 1
# C34H22F17NO2RuTe

A molecular structure, C34H22F17NO2RuTe (wB97M-V/def2-TZVPD, OMol25).

- charge = -1
- multiplicity = 2
- total energy (eV) = -97274.8529
- M (g/mol) = 1028.2
- ⟨S²⟩ = 0.769

Each line ends with the Mulliken spin population.
Element x y z (Å)
Ru1 0.134 -0.266 0.995  0.880
C1 4.446 4.599 2.142  -0.001
C2 3.304 3.783 1.592  0.005
C3 1.977 4.138 1.826  -0.003
C4 0.953 3.374 1.318  -0.010
C5 1.177 2.200 0.584  0.014
N1 0.074 1.492 0.080  -0.006
C6 -0.852 2.137 -0.721  0.017
C7 -0.444 3.264 -1.456  -0.004
C8 -1.331 4.005 -2.207  0.000
C9 -2.672 3.641 -2.295  -0.002
C10 -3.674 4.465 -3.065  0.000
C11 -3.050 2.477 -1.650  0.003
C12 -2.171 1.711 -0.884  -0.014
C13 -2.625 0.466 -0.147  0.003
O1 -1.657 -0.493 0.001  0.074
C14 -3.172 0.909 1.248  0.013
F1 -4.088 1.889 1.167  0.000
F2 -2.173 1.388 2.006  0.005
F3 -3.731 -0.108 1.921  0.001
C15 -3.789 -0.267 -0.893  0.005
F4 -3.528 -0.363 -2.206  0.000
F5 -3.951 -1.512 -0.435  0.000
F6 -4.989 0.341 -0.767  0.001
C16 2.513 1.797 0.407  0.013
C17 3.540 2.624 0.879  0.007
C18 2.825 0.475 -0.316  -0.050
O2 1.727 -0.230 -0.661  0.088
C19 3.759 -0.432 0.571  -0.007
F7 3.039 -0.991 1.549  -0.002
F8 4.289 -1.428 -0.156  0.000
F9 4.793 0.189 1.176  0.000
C20 3.612 0.789 -1.627  0.008
F10 3.654 -0.257 -2.457  -0.001
F11 4.894 1.160 -1.401  0.001
F12 3.024 1.796 -2.295  0.000
H1 4.170 5.649 2.243  0.000
H2 5.323 4.530 1.498  0.000
H3 4.737 4.236 3.131  0.000
H4 1.747 5.031 2.400  0.000
H5 -0.079 3.672 1.472  0.000
H6 0.601 3.546 -1.420  0.000
H7 -0.972 4.880 -2.740  0.000
H8 -3.343 5.501 -3.152  0.000
H9 -4.646 4.461 -2.569  0.000
H10 -3.821 4.080 -4.079  0.000
H11 -4.084 2.169 -1.743  0.000
H12 4.567 2.350 0.691  0.000
Te1 0.064 -2.402 -0.696  0.007
C21 1.872 -3.500 -0.589  -0.004
C22 2.321 -4.044 0.608  -0.001
C23 3.507 -4.764 0.643  -0.001
C24 4.254 -4.936 -0.516  0.001
C25 3.816 -4.381 -1.710  0.000
C26 2.625 -3.664 -1.747  0.001
C27 -0.983 -4.137 -0.063  -0.002
C28 -1.396 -5.069 -1.012  0.001
C29 -1.905 -6.297 -0.610  0.000
C30 -2.006 -6.598 0.742  0.000
C31 -1.630 -5.656 1.691  0.000
C32 -1.125 -4.426 1.290  0.000
H13 1.755 -3.890 1.520  0.001
H14 3.857 -5.178 1.581  0.000
H15 5.183 -5.493 -0.485  0.000
H16 4.405 -4.493 -2.612  0.000
H17 2.289 -3.214 -2.674  0.000
H18 -1.312 -4.837 -2.068  0.000
H19 -2.217 -7.022 -1.353  0.000
H20 -2.382 -7.565 1.056  0.000
H21 -1.725 -5.881 2.747  0.000
H22 -0.848 -3.683 2.030  -0.004
F13 -1.120 -0.843 3.324  0.010
C33 0.192 -0.463 3.057  -0.073
F14 0.293 0.825 3.503  0.001
C34 1.029 -1.338 3.995  0.022
F15 2.319 -0.998 3.953  -0.001
F16 0.921 -2.630 3.645  0.002
F17 0.623 -1.228 5.271  -0.001

***

# 2
# C34H22F5I2N7OPSZn

A molecular structure, C34H22F5I2N7OPSZn (wB97M-V/def2-TZVPD, OMol25).

- charge = -1
- M (g/mol) = 1021.8
- relative energy (zero: lowest compared OMol25 entry of this formula, charge and spin) (kcal/mol) = 102.00

Each line ends with the Mulliken charge.
Element x y z (Å)
Zn1 -0.061 0.541 0.911  1.736
I1 -3.290 4.533 -0.357  0.021
C1 -1.323 4.505 0.319  -0.258
C2 -0.674 5.726 0.552  -0.534
C3 0.593 5.783 1.066  -0.221
I2 1.477 7.654 1.366  0.019
C4 1.272 4.585 1.400  0.900
C5 2.555 4.503 1.982  -0.573
C6 3.097 3.285 2.287  -1.143
C7 2.365 2.123 2.004  -0.081
N1 1.177 2.172 1.452  -0.232
C8 0.615 3.363 1.145  0.680
C9 -0.717 3.273 0.571  -0.145
O1 -1.241 2.130 0.355  -0.813
H1 -1.200 6.643 0.318  0.339
H2 3.100 5.414 2.189  0.172
H3 4.076 3.206 2.739  0.427
H4 2.749 1.135 2.228  0.274
C10 3.579 -1.444 1.276  -1.438
P1 1.742 -1.318 1.296  0.635
C11 1.370 -2.697 2.456  0.146
C12 1.285 -4.016 2.013  -0.371
C13 0.982 -5.038 2.899  -0.649
C14 0.745 -4.752 4.238  -0.489
C15 0.812 -3.443 4.690  -0.636
C16 1.124 -2.423 3.799  -0.498
C17 1.176 -1.696 -0.309  0.626
C18 1.702 -2.660 -1.188  0.077
C19 1.303 -3.066 -2.431  -1.810
C20 0.049 -2.678 -3.136  -0.386
C21 -1.670 -1.777 -2.239  -0.274
C22 -1.332 -1.560 -0.766  -0.043
H5 3.988 -0.658 0.640  0.397
H6 3.906 -2.414 0.895  0.463
H7 3.966 -1.333 2.291  0.459
H8 1.425 -4.234 0.960  0.308
H9 0.912 -6.059 2.541  0.423
H10 0.487 -5.549 4.925  0.373
H11 0.585 -3.200 5.720  0.424
H12 1.147 -1.397 4.150  0.408
H13 2.615 -3.134 -0.829  0.246
H14 1.926 -3.788 -2.944  0.346
H15 0.113 -2.992 -4.179  0.456
H16 -2.692 -1.522 -2.514  0.232
H17 -2.050 -0.940 -0.239  0.919
N2 -0.678 -0.649 -4.379  -0.745
C23 -0.494 -1.209 -3.059  1.029
C24 0.326 -0.347 -2.102  -0.758
N3 0.035 -0.848 -0.733  0.363
C25 -1.274 -2.973 -0.248  -1.138
C26 -1.181 -3.810 -1.276  -0.794
N4 -1.281 -3.172 -2.545  -0.444
H18 -1.282 0.164 -4.369  0.251
H19 -1.106 -1.341 -4.982  0.350
H20 1.381 -0.550 -2.289  0.413
H21 -1.255 -3.236 0.800  0.624
H22 -1.024 -4.879 -1.231  0.373
F1 -4.459 3.903 -4.590  -0.329
C27 -3.380 3.329 -4.058  0.795
C28 -3.514 2.301 -3.149  -0.108
F2 -4.729 1.887 -2.789  -0.346
C29 -2.390 1.736 -2.570  -0.091
F3 -2.592 0.776 -1.677  -0.375
C30 -1.104 2.129 -2.914  0.464
S1 0.412 1.471 -2.295  -0.507
C31 -1.005 3.175 -3.832  0.387
F4 0.194 3.626 -4.208  -0.335
C32 -2.115 3.777 -4.392  0.294
F5 -1.974 4.777 -5.266  -0.324
N5 -1.180 -0.251 2.355  -1.006
C33 -1.820 -0.650 3.244  0.925
N6 -2.580 -1.052 4.195  -0.796
C34 -2.043 -1.315 5.375  0.533
N7 -1.651 -1.558 6.439  -0.619